# 1
Formula: C16H14N5O5Rh
Source: the OMol25 dataset
Level of theory: the ωB97M-V functional and the def2-TZVPD basis

Geometry as XYZ:
```
41
Properties=species:S:1:pos:R:3
Rh -0.06 -0.07 0.06
O 3.50 -1.94 -0.20
C 2.32 -1.66 -0.25
N 1.75 -0.58 0.54
C 2.45 0.27 1.36
O 3.61 0.22 1.71
C 1.59 1.43 1.84
C 2.07 2.35 2.75
C 1.21 3.35 3.19
C -0.09 3.39 2.72
C -0.50 2.44 1.80
N 0.33 1.50 1.36
C 1.31 -2.27 -1.06
C 1.58 -3.39 -1.90
C 0.58 -3.97 -2.61
C -0.75 -3.46 -2.50
C -0.97 -2.38 -1.70
N 0.02 -1.77 -1.02
H 3.09 2.24 3.10
H 1.56 4.08 3.91
H -0.79 4.14 3.06
H -1.52 2.40 1.42
H 2.60 -3.75 -1.93
H 0.78 -4.82 -3.24
H -1.58 -3.91 -3.03
H -1.96 -1.96 -1.56
N 1.22 0.98 -1.78
C 0.49 0.78 -3.02
C -1.00 0.95 -2.80
O -1.80 1.14 -3.69
N -1.40 0.80 -1.46
C -2.78 0.91 -1.13
C -3.03 0.39 0.29
O -4.11 0.59 0.80
O -2.02 -0.21 0.82
H 1.38 1.95 -1.57
H 2.12 0.50 -1.79
H 0.64 -0.24 -3.36
H 0.79 1.45 -3.83
H -3.39 0.37 -1.86
H -3.10 1.96 -1.23
```

As for the spin multiplicity: 5. Its largest force on an atom is 0.464 eV/Å. The molar mass is 459.22 g mol⁻¹. Its total energy is -37513.3542 eV. The calculation puts the lowest unoccupied orbital energy (spin up / spin down) at -0.627 / -3.479 eV. For the HOMO-LUMO gap (spin up / spin down), the calculation gives 5.08 / 5.75 eV.


# 2
Formula: C16H14N6O2S
Source: the OMol25 dataset
Level of theory: the ωB97M-V functional and the def2-TZVPD basis

Geometry as XYZ:
```
39
Properties=species:S:1:pos:R:3
C 1.44 4.09 3.88
N 1.72 2.63 4.06
C 2.01 2.01 5.29
N 2.12 0.68 5.19
C 1.90 0.40 3.84
C 1.66 1.53 3.11
C 1.32 1.64 1.66
C 1.73 2.68 0.85
C 1.35 2.69 -0.48
N 0.61 1.70 -1.04
C 0.22 0.72 -0.26
C 0.57 0.62 1.06
C -0.07 -0.59 1.54
N -0.73 -1.22 0.59
N -0.56 -0.41 -0.50
C -1.07 -0.81 -1.74
C -1.61 0.15 -2.62
C -2.05 -0.28 -3.86
C -1.99 -1.62 -4.21
C -1.54 -2.59 -3.32
S -1.34 -4.34 -3.80
N -2.79 -5.09 -3.31
O -0.26 -5.02 -3.10
O -1.32 -4.51 -5.25
C -1.12 -2.17 -2.07
H 1.26 4.54 4.86
H 2.27 4.56 3.34
H 0.51 4.26 3.34
H 2.10 2.51 6.28
H 2.00 -0.59 3.42
H 2.42 3.45 1.19
H 1.77 3.49 -1.11
H 0.03 -0.96 2.56
H -1.59 1.22 -2.37
H -2.39 0.41 -4.60
H -2.28 -1.87 -5.22
H -2.65 -6.05 -3.51
H -2.88 -4.96 -2.32
H -0.77 -2.92 -1.37
```

Its largest force on an atom is 2.541 eV/Å. The molar mass is 354.39 g mol⁻¹. The value obtained for the relative energy (zero: lowest compared OMol25 entry of this formula, charge and spin) is 0.00 kJ/mol. Its total energy is -40688.6140 eV. The calculation puts the lowest unoccupied orbital energy at -0.317 eV. For the HOMO-LUMO gap, the calculation gives 8.38 eV.


# 3
Formula: C16H14NOS
Source: the OMol25 dataset
Level of theory: the ωB97M-V functional and the def2-TZVPD basis

Geometry as XYZ:
```
33
Properties=species:S:1:pos:R:3
C 2.21 -0.41 3.13
C 1.17 0.40 2.34
C 0.25 -0.43 1.48
C -1.19 -0.21 1.63
C -1.79 1.09 1.75
C -2.96 1.26 2.52
C -3.64 0.13 3.01
C -3.22 -1.14 2.61
C -2.09 -1.31 1.81
O 1.05 1.63 2.44
H 2.07 -1.50 3.09
H 3.23 -0.16 2.76
H 2.17 -0.12 4.18
H 0.46 -1.49 1.58
H -1.23 1.95 1.35
H -3.29 2.26 2.78
H -4.46 0.27 3.74
H -3.78 -2.02 2.96
H -1.82 -2.30 1.40
C 1.59 0.45 -5.22
C 0.21 0.52 -4.93
C -0.24 0.47 -3.60
C 0.64 0.23 -2.54
N 0.23 -0.26 -1.26
C 1.06 -0.74 -0.45
S 2.39 -1.39 0.14
C 2.02 0.31 -2.84
C 2.50 0.35 -4.15
H 1.97 0.47 -6.26
H -0.50 0.60 -5.78
H -1.31 0.59 -3.37
H 2.71 0.24 -2.00
H 3.58 0.27 -4.31
```

As for the charge: -1. Its largest force on an atom is 3.354 eV/Å. The molar mass is 268.36 g mol⁻¹. Its total energy is -31190.7259 eV. The calculation puts the lowest unoccupied orbital energy at 3.167 eV. For the HOMO-LUMO gap, the calculation gives 6.42 eV.


# 4
Formula: C16H15ClFNO3
Source: the OMol25 dataset
Level of theory: the ωB97M-V functional and the def2-TZVPD basis

Geometry as XYZ:
```
37
Properties=species:S:1:pos:R:3
C 2.24 3.71 4.97
C 1.17 3.83 4.41
O 0.03 3.97 3.81
C -0.59 2.78 3.62
C -0.31 2.00 2.48
C -0.95 0.76 2.25
N -0.54 0.03 1.11
C -0.15 0.52 -0.11
O -0.03 1.70 -0.44
C 0.11 -0.59 -1.10
C 1.11 -0.46 -2.26
C 1.17 -1.82 -3.00
C 1.45 -3.01 -2.05
C 0.50 -3.05 -0.88
C 0.44 -1.72 -0.15
C -0.61 -1.43 0.98
O -0.21 -2.12 2.15
C -1.90 0.31 3.17
F -2.58 -0.83 2.99
C -2.21 1.11 4.30
C -1.59 2.37 4.53
Cl -2.13 3.40 5.91
H 3.16 3.56 5.46
H 0.44 2.44 1.83
H -0.88 -0.78 -1.56
H 2.13 -0.19 -1.89
H 0.80 0.36 -2.90
H 0.22 -2.05 -3.53
H 1.92 -1.70 -3.78
H 1.38 -3.94 -2.61
H 2.47 -2.91 -1.73
H -0.52 -3.31 -1.20
H 0.75 -3.79 -0.14
H 1.44 -1.56 0.32
H -1.62 -1.78 0.66
H -0.88 -1.99 2.85
H -2.99 0.82 4.96
```

Its largest force on an atom is 3.407 eV/Å. The molar mass is 323.75 g mol⁻¹. Its total energy is -39705.3743 eV. The calculation puts the lowest unoccupied orbital energy at 0.439 eV. For the HOMO-LUMO gap, the calculation gives 9.46 eV.


# 5
Formula: C16H15ClN2O4S2
Source: the OMol25 dataset
Level of theory: the ωB97M-V functional and the def2-TZVPD basis

Geometry as XYZ:
```
40
Properties=species:S:1:pos:R:3
C 0.18 2.55 4.65
C 1.08 2.37 3.45
O 0.77 2.63 2.32
N 2.31 1.84 3.74
S 3.56 1.76 2.57
O 4.55 0.95 3.21
O 3.91 3.09 2.18
C 2.79 0.88 1.23
C 2.40 1.57 0.10
C 1.78 0.88 -0.92
C 1.54 -0.49 -0.80
N 0.90 -1.13 -1.86
C 0.50 -2.42 -1.96
O 0.65 -3.28 -1.12
C -0.18 -2.74 -3.29
S -1.11 -1.37 -4.04
C -2.47 -1.11 -2.94
C -2.61 -1.75 -1.72
C -3.72 -1.48 -0.93
C -4.67 -0.56 -1.35
Cl -6.04 -0.23 -0.36
C -4.53 0.08 -2.57
C -3.43 -0.19 -3.36
C 1.95 -1.17 0.35
C 2.58 -0.48 1.37
H -0.80 2.89 4.31
H 0.61 3.29 5.32
H 0.07 1.61 5.19
H 2.57 1.63 4.69
H 2.58 2.63 0.05
H 1.45 1.40 -1.81
H 0.65 -0.53 -2.64
H 0.59 -2.98 -4.02
H -0.83 -3.61 -3.17
H -1.89 -2.46 -1.36
H -3.83 -1.97 0.02
H -5.27 0.79 -2.90
H -3.31 0.30 -4.32
H 1.78 -2.23 0.44
H 2.92 -0.98 2.26
```

Its largest force on an atom is 1.202 eV/Å. The molar mass is 398.89 g mol⁻¹. The value obtained for the relative energy (zero: lowest compared OMol25 entry of this formula, charge and spin) is 0.00 kJ/mol. Its total energy is -62199.3810 eV. The calculation puts the lowest unoccupied orbital energy at 0.369 eV. For the HOMO-LUMO gap, the calculation gives 9.07 eV.


# 6
Formula: C16H15IIrN4O2S3
Source: the OMol25 dataset
Level of theory: the ωB97M-V functional and the def2-TZVPD basis

Geometry as XYZ:
```
42
Properties=species:S:1:pos:R:3
Ir -0.54 2.22 1.09
N 1.70 1.00 4.80
C 1.21 1.17 3.54
S -0.53 1.29 3.44
N 2.04 1.15 2.55
N 1.55 1.25 1.30
C 2.41 1.26 0.33
C 2.07 1.25 -1.04
C 3.09 1.33 -2.00
C 2.83 1.29 -3.34
C 1.51 1.21 -3.79
C 0.47 1.13 -2.89
C 0.71 1.11 -1.49
O -0.27 0.94 -0.68
H 1.08 1.23 5.55
H 2.69 1.16 4.93
H 3.47 1.28 0.58
H 4.11 1.42 -1.64
H 3.64 1.33 -4.06
H 1.30 1.21 -4.85
H -0.55 1.05 -3.22
S -2.98 2.28 0.47
C -3.67 1.35 1.63
N -4.23 0.69 2.39
I 0.26 4.70 1.20
C 0.34 -3.02 1.55
S 0.46 -1.37 0.67
O 1.55 -1.58 -0.29
C -1.08 -1.61 -0.25
C -2.30 -1.54 0.41
C -3.47 -1.70 -0.32
C -3.41 -1.89 -1.69
C -2.18 -1.93 -2.34
C -1.02 -1.79 -1.61
H 0.17 -3.81 0.83
H -0.46 -2.98 2.28
H 1.29 -3.17 2.05
H -2.34 -1.36 1.47
H -4.42 -1.65 0.18
H -4.32 -2.01 -2.26
H -2.15 -2.07 -3.41
H -0.04 -1.80 -2.08
```

As for the charge: -1. As for the spin multiplicity: 5. Its largest force on an atom is 2.348 eV/Å. The molar mass is 710.64 g mol⁻¹. The value obtained for the relative energy (zero: lowest compared OMol25 entry of this formula, charge and spin) is 39.94 kJ/mol. Its total energy is -70336.7698 eV. The calculation puts the lowest unoccupied orbital energy (spin up / spin down) at 2.589 / 0.980 eV. For the HOMO-LUMO gap (spin up / spin down), the calculation gives 7.01 / 5.91 eV.